{
  "formula": "C2H10N4S",
  "method": "ωB97M-V/def2-TZVPD",
  "symbols": ["N", "H", "N", "H", "H", "N", "H", "C", "S", "H", "H", "H", "N", "C", "H", "H", "H"],
  "positions_angstrom": [[-6.524, 3.739, -5.221], [-7.178, 2.970, -3.523], [6.265, -4.092, 3.933], [-6.756, 5.952, -3.557], [-7.464, 4.808, -2.337], [-6.973, 3.849, -4.006], [5.822, -3.708, 1.682], [6.648, -3.639, 2.339], [4.843, -3.764, 5.915], [7.127, -4.467, 4.486], [7.613, -4.243, 2.064], [-5.822, 4.351, -5.406], [5.180, -3.646, 4.369], [-7.088, 4.925, -3.338], [3.619, -3.293, 5.820], [6.907, -2.507, 2.305], [-6.219, 2.765, -5.526]],
  "mulliken_charge": [-0.578, 0.304, 0.069, 0.283, 0.256, 0.250, 0.287, -0.529, 0.138, 0.337, 0.279, 0.273, -0.135, -0.115, 0.248, 0.306, 0.326],
  "e_above_lowest_kcal_mol": 22.2,
  "total_charge": 2,
  "homo_lumo_gap_ev": 9.89
}